Here is a molecular structure, C27H35BF2MgN7 from OMol25. Energies are from ωB97M-V/def2-TZVPD.

Each line ends with the Löwdin charge.
CARTESIAN COORDINATES (ANGSTROEM)
Mg -1.19 -0.09 0.56  0.64
N -1.70 -0.69 2.77  0.00
C -3.16 -0.67 3.01  -0.22
C -3.85 0.22 1.99  -0.22
N -3.40 -0.12 0.63  -0.01
H -1.28 -1.52 3.14  0.09
H -1.25 0.10 3.23  0.08
H -3.42 -0.35 4.02  0.12
H -3.54 -1.69 2.91  0.10
H -3.59 1.27 2.16  0.11
H -4.93 0.14 2.12  0.12
H -3.69 0.59 -0.03  0.10
H -3.80 -1.00 0.32  0.10
N 1.04 -0.61 0.77  0.07
C 1.83 0.48 1.30  -0.25
C 3.22 0.40 1.35  -0.06
C 3.95 1.44 1.91  -0.08
C 3.28 2.53 2.44  -0.03
C 1.89 2.62 2.40  -0.15
C 1.17 3.67 3.13  -0.03
C -0.15 3.63 3.26  -0.04
C -1.00 2.68 2.52  -0.08
N -0.25 1.67 1.62  0.06
C 1.15 1.60 1.77  -0.16
H 1.09 -0.67 -0.25  0.05
H 1.36 -1.51 1.12  0.11
H 3.72 -0.48 0.97  0.11
H 5.03 1.38 1.96  0.11
H 3.83 3.33 2.93  0.12
H 1.75 4.42 3.65  0.11
H -0.66 4.34 3.89  0.12
H -1.82 2.23 3.09  0.11
F -0.37 3.88 0.35  0.16
B -1.04 2.85 0.97  -0.96
F -2.12 2.36 0.22  0.11
N -1.29 -4.83 0.96  0.13
C -1.72 -3.56 1.16  -0.16
N -1.18 -2.69 0.35  0.10
C -0.33 -3.45 -0.46  -0.23
C 0.49 -3.06 -1.53  -0.03
C 1.24 -4.03 -2.15  -0.07
C 1.19 -5.38 -1.74  -0.08
C 0.38 -5.78 -0.70  -0.01
C -0.37 -4.79 -0.08  -0.19
H -1.60 -5.64 1.47  0.16
H -2.45 -3.33 1.92  0.11
H 0.49 -2.03 -1.88  0.08
H 1.88 -3.77 -2.99  0.11
H 1.79 -6.11 -2.26  0.11
H 0.33 -6.82 -0.39  0.11
C 2.61 1.01 -2.32  0.03
N 1.79 2.24 -2.33  -0.16
C 2.45 3.34 -1.56  0.03
C 0.39 2.02 -1.80  -0.09
C -0.36 0.91 -2.47  -0.28
C -0.46 0.93 -3.87  -0.06
C -1.19 -0.04 -4.53  -0.08
C -1.84 -1.01 -3.78  -0.08
C -1.75 -0.99 -2.40  -0.16
C -1.00 -0.05 -1.67  -0.13
H 3.57 1.22 -2.79  0.11
H 2.08 0.23 -2.85  0.10
H 2.77 0.73 -1.28  0.08
H 1.69 2.54 -3.30  0.17
H 2.55 3.01 -0.53  0.10
H 1.81 4.22 -1.60  0.11
H 3.42 3.54 -2.00  0.11
H -0.10 2.99 -1.87  0.14
H 0.54 1.81 -0.74  0.10
H 0.02 1.72 -4.46  0.11
H -1.26 -0.03 -5.61  0.10
H -2.43 -1.77 -4.28  0.10
H -2.27 -1.78 -1.86  0.08

Values from the calculation:
HOMO-LUMO gap ... 0.2881 Eh
ΔE to the lowest compared entry with this formula, charge and spin ... 4.29 kJ/mol
HOMO energy ... -9.79 eV
Charge ... +1

***

Here is a molecular structure, C27H35BF2MgN7 from OMol25. Energies are from ωB97M-V/def2-TZVPD.

Each line ends with the Löwdin charge.
CARTESIAN COORDINATES (ANGSTROEM)
Mg -0.06 -0.01 0.13  0.63
N -0.57 -0.57 2.33  0.00
C -2.03 -0.57 2.56  -0.23
C -2.72 0.32 1.54  -0.22
N -2.27 -0.02 0.19  -0.01
H -0.14 -1.40 2.72  0.09
H -0.14 0.23 2.79  0.08
H -2.30 -0.26 3.57  0.12
H -2.39 -1.60 2.43  0.10
H -2.45 1.37 1.71  0.11
H -3.81 0.25 1.66  0.12
H -2.54 0.69 -0.48  0.10
H -2.67 -0.90 -0.13  0.10
N 2.17 -0.49 0.31  0.07
C 2.95 0.61 0.83  -0.25
C 4.34 0.56 0.86  -0.06
C 5.06 1.61 1.42  -0.08
C 4.38 2.68 1.98  -0.03
C 2.99 2.74 1.96  -0.15
C 2.26 3.76 2.72  -0.03
C 0.94 3.69 2.85  -0.03
C 0.10 2.75 2.10  -0.08
N 0.86 1.77 1.17  0.06
C 2.26 1.72 1.31  -0.15
H 2.24 -0.56 -0.70  0.05
H 2.50 -1.37 0.68  0.11
H 4.85 -0.31 0.46  0.12
H 6.14 1.57 1.45  0.11
H 4.92 3.47 2.47  0.12
H 2.84 4.50 3.25  0.11
H 0.42 4.38 3.51  0.12
H -0.70 2.28 2.66  0.11
F 0.71 4.01 -0.04  0.16
B 0.05 2.96 0.56  -0.96
F -1.04 2.51 -0.20  0.12
N -0.16 -4.70 0.56  0.13
C -0.60 -3.43 0.73  -0.16
N -0.03 -2.57 -0.07  0.09
C 0.84 -3.33 -0.86  -0.22
C 1.68 -2.97 -1.91  -0.02
C 2.44 -3.96 -2.50  -0.07
C 2.37 -5.29 -2.08  -0.08
C 1.53 -5.68 -1.05  -0.01
C 0.77 -4.67 -0.46  -0.19
H -0.48 -5.51 1.06  0.16
H -1.34 -3.19 1.47  0.11
H 1.69 -1.95 -2.28  0.09
H 3.09 -3.71 -3.33  0.11
H 2.98 -6.04 -2.57  0.11
H 1.46 -6.71 -0.73  0.12
C 3.73 1.06 -2.74  0.03
N 2.94 2.32 -2.74  -0.16
C 3.63 3.39 -1.96  0.03
C 1.54 2.12 -2.20  -0.09
C 0.74 1.06 -2.90  -0.28
C 0.62 1.11 -4.29  -0.06
C -0.16 0.18 -4.96  -0.08
C -0.83 -0.78 -4.22  -0.08
C -0.71 -0.80 -2.83  -0.16
C 0.09 0.10 -2.10  -0.13
H 4.70 1.25 -3.20  0.11
H 3.19 0.30 -3.29  0.10
H 3.87 0.76 -1.70  0.08
H 2.85 2.63 -3.71  0.17
H 3.73 3.04 -0.93  0.09
H 3.02 4.28 -1.97  0.11
H 4.61 3.57 -2.39  0.11
H 1.07 3.10 -2.26  0.14
H 1.67 1.88 -1.15  0.09
H 1.11 1.89 -4.87  0.11
H -0.25 0.22 -6.04  0.10
H -1.46 -1.51 -4.72  0.10
H -1.25 -1.58 -2.30  0.08

Values from the calculation:
HOMO-LUMO gap ... 0.2869 Eh
ΔE to the lowest compared entry with this formula, charge and spin ... 0.00 kJ/mol
HOMO energy ... -9.78 eV
Charge ... +1

***

Here is a molecular structure, C27H35BiN4O6Sb from OMol25. Energies are from ωB97M-V/def2-TZVPD.

Each line ends with the Löwdin charge.
CARTESIAN COORDINATES (ANGSTROEM)
O 6.46 1.56 -2.21  -0.09
H 6.91 2.34 -2.53  0.09
Bi 1.89 0.96 0.18  1.71
N 1.60 -0.31 1.63  -0.41
N 2.96 -0.51 -0.51  -0.30
N 0.44 2.18 0.71  -0.29
N 1.98 2.17 -1.36  -0.22
O 0.94 -0.11 2.85  -0.20
O -0.37 2.17 1.87  0.02
O 2.78 2.08 -2.52  0.04
O 3.38 -0.68 -1.84  -0.11
C 2.91 -1.70 0.27  -0.26
C 2.20 -1.59 1.42  -0.24
C 0.19 3.11 -0.14  -0.24
C 1.06 3.06 -1.39  -0.23
C 1.96 -2.67 2.47  0.03
H 0.89 -2.83 2.60  0.07
H 2.38 -2.36 3.43  0.10
H 2.41 -3.63 2.21  0.08
C 3.64 -2.94 -0.24  0.00
H 4.69 -2.68 -0.44  0.09
H 3.19 -3.28 -1.17  0.09
H 3.64 -3.77 0.46  0.08
C -0.89 4.19 -0.01  0.03
C 0.79 4.05 -2.53  0.02
H -1.16 4.39 1.03  0.10
H -1.80 3.89 -0.53  0.07
H -0.56 5.15 -0.42  0.09
H 1.15 3.68 -3.49  0.09
H 1.28 5.00 -2.33  0.10
H -0.28 4.24 -2.66  0.09
H -0.04 1.40 2.36  0.05
H 3.52 1.51 -2.22  0.07
C 5.91 1.83 -0.98  -0.21
H 5.69 0.96 -0.38  0.08
H 5.17 2.62 -1.00  0.07
H 6.72 2.29 -0.40  0.09
O 2.96 2.04 1.97  -0.08
H 2.17 2.42 1.48  0.00
H 2.74 1.07 2.10  0.02
C -2.22 -3.32 3.68  -0.08
C -2.01 -3.93 2.44  -0.07
C -1.63 -3.16 1.33  -0.13
C -1.46 -1.77 1.43  -0.30
C -1.66 -1.19 2.70  -0.14
C -2.04 -1.95 3.81  -0.07
Sb -0.81 -0.54 -0.34  1.57
C -1.88 -2.02 -1.46  -0.42
C -1.26 -2.80 -2.44  -0.13
C -2.01 -3.77 -3.12  -0.07
C -3.36 -3.96 -2.83  -0.07
C -3.98 -3.17 -1.86  -0.07
C -3.24 -2.20 -1.18  -0.13
C -2.37 1.02 -0.20  -0.35
C -2.90 1.44 -1.43  -0.15
C -3.94 2.39 -1.48  -0.08
C -4.46 2.92 -0.31  -0.08
C -3.96 2.50 0.92  -0.07
C -2.93 1.56 0.98  -0.12
H -2.51 -3.92 4.54  0.11
H -2.14 -5.00 2.34  0.11
H -1.46 -3.68 0.40  0.09
H -1.51 -0.15 2.88  0.06
H -2.18 -1.48 4.77  0.11
H -0.21 -2.67 -2.66  0.09
H -1.53 -4.39 -3.87  0.10
H -3.94 -4.71 -3.36  0.11
H -5.03 -3.30 -1.63  0.11
H -3.73 -1.59 -0.43  0.10
H -2.51 1.03 -2.35  0.09
H -4.33 2.70 -2.44  0.11
H -5.27 3.64 -0.35  0.11
H -4.38 2.90 1.84  0.11
H -2.62 1.27 1.95  0.07

Values from the calculation:
HOMO-LUMO gap (spin up / spin down) ... 0.2175 / 0.1941 Eh
HOMO energy (spin up / spin down) ... -10.57 / -10.03 eV
Charge ... +1

***

Here is a molecular structure, C27H35BrCl2I2N5OSSi2W from OMol25. Energies are from ωB97M-V/def2-TZVPD.

Each line ends with the Mulliken spin population.
CARTESIAN COORDINATES (ANGSTROEM)
W -0.17 -0.08 -0.44  2.09
Cl -1.94 -0.87 1.02  0.03
C -2.49 -2.43 0.43  0.00
C -3.57 -3.01 1.05  0.01
C -4.01 -4.25 0.61  0.00
C -3.35 -4.89 -0.43  0.00
C -2.27 -4.29 -1.04  0.01
Cl -1.46 -5.09 -2.33  0.00
C -1.82 -3.02 -0.64  0.05
S -0.50 -2.24 -1.48  -0.06
H -4.07 -2.51 1.87  0.00
H -4.86 -4.72 1.08  0.00
H -3.68 -5.86 -0.77  0.00
O 4.71 1.46 -3.97  0.01
C 3.67 1.05 -3.25  0.04
C 2.69 0.17 -3.72  -0.02
C 1.63 -0.14 -2.91  0.06
N 1.47 0.35 -1.66  -0.06
C 2.46 1.13 -1.22  0.06
Br 2.26 1.64 0.59  0.00
C 3.56 1.52 -1.94  -0.01
H 4.71 1.08 -4.86  0.00
H 2.76 -0.26 -4.71  0.00
H 0.86 -0.82 -3.26  0.00
H 4.31 2.17 -1.52  0.00
C 0.27 3.69 -1.15  0.02
Si -0.82 2.42 -0.22  -0.11
C -0.88 2.97 1.61  0.00
C -2.53 2.72 -0.96  -0.01
C -3.23 3.90 -0.71  0.00
C -4.40 4.19 -1.39  0.00
C -4.88 3.30 -2.34  0.00
C -4.19 2.12 -2.60  0.00
C -3.01 1.82 -1.91  -0.01
Si -2.08 0.21 -2.24  -0.16
C -3.47 -1.08 -2.39  0.01
C -1.35 0.29 -4.00  0.01
H -0.37 4.50 -1.50  0.00
H 0.76 3.27 -2.03  0.00
H 1.04 4.12 -0.51  0.00
H -0.95 4.06 1.66  0.00
H 0.01 2.67 2.17  0.00
H -1.75 2.55 2.11  0.00
H -2.85 4.60 0.03  0.00
H -4.94 5.10 -1.18  0.00
H -5.78 3.53 -2.89  0.00
H -4.57 1.44 -3.34  0.00
H -4.16 -0.73 -3.16  0.00
H -4.05 -1.19 -1.48  0.00
H -3.12 -2.06 -2.71  0.00
H -2.15 0.61 -4.67  0.00
H -1.01 -0.69 -4.34  0.00
H -0.53 1.01 -4.10  0.00
C 2.32 -1.21 2.37  0.01
N 3.15 -2.23 2.97  0.00
C 2.30 -3.35 3.40  0.00
N 1.57 -3.90 2.26  0.00
C 0.75 -2.86 1.67  0.00
N 1.56 -1.70 1.18  0.00
C 2.56 -2.23 0.22  0.03
N 3.40 -3.27 0.80  0.00
C 4.10 -2.73 1.97  0.00
C 2.53 -4.37 1.26  0.00
H 2.98 -0.40 2.05  0.00
H 1.62 -0.83 3.11  -0.01
H 1.59 -2.99 4.14  0.00
H 2.92 -4.12 3.84  0.00
H 0.04 -2.50 2.41  -0.01
H 0.22 -3.29 0.82  0.01
H 3.20 -1.41 -0.10  0.01
H 2.04 -2.65 -0.64  -0.02
H 4.74 -1.90 1.65  0.00
H 4.71 -3.51 2.41  0.00
H 3.16 -5.14 1.70  0.00
H 2.00 -4.78 0.41  0.00
I -0.95 0.12 4.26  0.00
I 0.36 1.78 5.88  0.00

Values from the calculation:
HOMO-LUMO gap (spin up / spin down) ... 0.2422 / 0.2356 Eh
2S+1 ... 3
ΔE to the lowest compared entry with this formula, charge and spin ... 39.33 kJ/mol
HOMO energy (spin up / spin down) ... -10.56 / -10.37 eV
Charge ... +1

***

Here is a molecular structure, C27H35IN4P2Pt from OMol25. Energies are from ωB97M-V/def2-TZVPD.

Each line ends with the Mulliken spin population.
CARTESIAN COORDINATES (ANGSTROEM)
Pt 0.07 -1.08 4.35  0.80
C -1.17 1.36 4.85  0.55
C -1.41 0.52 3.76  0.10
C -1.02 0.87 2.32  -0.07
C 0.32 0.32 1.80  0.10
C 1.31 -0.06 2.90  -0.04
C 1.69 0.89 3.89  0.04
C 1.15 2.25 4.05  0.03
C -0.19 2.44 4.89  -0.04
C 1.47 -1.56 5.74  0.30
H -1.76 1.19 5.75  0.01
H -2.34 -0.07 3.83  -0.01
H -1.08 1.96 2.18  0.03
H -1.80 0.41 1.69  0.03
H 0.14 -0.57 1.17  -0.03
H 0.78 1.05 1.12  0.00
H 2.05 -0.83 2.63  0.00
H 2.58 0.66 4.47  0.00
H 1.00 2.75 3.08  0.01
H 1.93 2.83 4.59  0.00
H 0.08 2.60 5.95  0.01
H -0.64 3.40 4.58  0.05
H 1.26 -0.90 6.59  0.00
H 2.49 -1.38 5.36  -0.01
H 1.36 -2.59 6.10  0.02
P 1.43 -0.92 -1.34  0.00
P -2.03 -0.42 -1.22  0.00
N 2.84 0.09 -1.60  0.00
N 2.09 -2.26 -2.43  0.00
N -2.33 1.31 -1.53  0.00
N -3.59 -0.91 -1.97  0.00
C 0.44 -0.17 -2.71  0.00
C -1.01 -0.68 -2.77  0.00
C 3.73 0.42 -0.58  0.00
C 4.77 1.17 -1.13  0.00
C 4.51 1.30 -2.53  0.00
C 3.32 0.64 -2.79  0.00
C 2.29 -3.57 -1.99  0.00
C 2.76 -4.34 -3.05  0.00
C 2.88 -3.48 -4.18  0.00
C 2.42 -2.23 -3.79  0.00
C -2.32 2.26 -0.50  0.00
C -2.16 3.53 -1.05  0.00
C -2.23 3.38 -2.47  0.00
C -2.28 2.02 -2.74  0.00
C -4.41 -0.28 -2.91  0.00
C -5.51 -1.09 -3.19  0.00
C -5.35 -2.29 -2.41  0.00
C -4.16 -2.17 -1.71  0.00
H 0.87 -0.37 -3.71  0.00
H 0.49 0.92 -2.57  0.00
H -1.52 -0.24 -3.64  0.00
H -1.01 -1.77 -2.95  0.00
H 3.53 0.10 0.44  0.00
H 5.61 1.58 -0.60  0.00
H 5.12 1.80 -3.27  0.00
H 2.75 0.56 -3.71  0.00
H 2.08 -3.82 -0.96  0.00
H 2.96 -5.39 -3.03  0.00
H 3.24 -3.72 -5.17  0.00
H 2.29 -1.33 -4.38  0.00
H -2.47 1.96 0.52  0.00
H -1.98 4.45 -0.51  0.00
H -2.26 4.16 -3.22  0.00
H -2.31 1.51 -3.70  0.00
H -4.17 0.69 -3.32  0.00
H -6.33 -0.84 -3.85  0.00
H -6.05 -3.12 -2.37  0.00
H -3.65 -2.86 -1.05  0.00
I -1.60 -2.05 6.03  0.10

Values from the calculation:
HOMO-LUMO gap (spin up / spin down) ... 0.1935 / 0.2371 Eh
2S+1 ... 3
ΔE to the lowest compared entry with this formula, charge and spin ... 70.50 kJ/mol
HOMO energy (spin up / spin down) ... -5.96 / -8.23 eV

***

Here is a molecular structure, C27H35N4O6PtSb from OMol25. Energies are from ωB97M-V/def2-TZVPD.

Each line ends with the Mulliken spin population.
CARTESIAN COORDINATES (ANGSTROEM)
O 0.54 -1.14 -3.53  0.01
H 0.24 -1.07 -4.45  0.00
Pt 0.13 0.06 0.04  0.02
N 1.51 -1.19 -0.72  0.37
N -0.75 -1.72 0.28  0.39
N 0.76 1.98 0.02  0.02
N -1.29 1.02 1.09  -0.02
O 2.71 -0.86 -0.90  0.50
O 1.90 2.35 -0.44  0.03
O -2.37 0.43 1.62  -0.01
O -1.91 -1.92 0.82  0.33
C -0.09 -2.80 -0.22  0.07
C 1.11 -2.50 -0.86  0.22
C -0.03 2.90 0.64  -0.01
C -1.12 2.33 1.33  0.02
C 1.98 -3.41 -1.64  0.03
H 1.92 -3.14 -2.71  0.01
H 1.65 -4.44 -1.52  0.00
H 3.02 -3.32 -1.31  0.01
C -0.74 -4.12 -0.03  0.01
H -1.75 -4.13 -0.45  0.01
H -0.81 -4.38 1.04  0.01
H -0.15 -4.90 -0.52  0.00
C 0.40 4.32 0.72  0.00
C -1.93 3.04 2.34  0.00
H 1.00 4.58 -0.15  0.00
H 1.00 4.51 1.63  0.00
H -0.47 4.97 0.76  0.00
H -2.81 2.46 2.64  0.00
H -2.26 4.01 1.93  0.00
H -1.34 3.26 3.25  0.00
H 1.93 1.50 -1.89  0.00
H -2.29 -0.58 1.33  0.00
C -1.05 0.15 -1.79  -0.03
H -0.75 -0.63 -2.50  0.00
H -0.93 1.15 -2.21  0.00
H -2.10 0.00 -1.50  0.00
O 1.79 1.08 -2.79  0.00
H 1.04 -0.29 -3.33  0.00
H 1.86 1.81 -3.43  0.00
C 1.11 3.73 5.62  0.00
C 1.76 3.83 4.39  0.00
C 1.81 2.72 3.53  0.00
C 1.16 1.53 3.89  0.01
C 0.55 1.42 5.14  0.00
C 0.51 2.53 6.00  0.00
Sb 1.34 -0.18 2.55  -0.05
C 3.31 -0.83 3.26  0.05
C 4.35 -0.98 2.33  0.01
C 5.64 -1.26 2.79  0.01
C 5.88 -1.41 4.17  0.00
C 4.83 -1.28 5.08  0.00
C 3.53 -0.99 4.62  0.00
C -0.04 -1.59 3.45  0.02
C 0.31 -2.94 3.46  0.00
C -0.59 -3.88 3.98  0.00
C -1.82 -3.47 4.52  0.00
C -2.15 -2.11 4.52  0.00
C -1.26 -1.17 3.97  -0.02
H 1.08 4.59 6.29  0.00
H 2.25 4.76 4.09  0.00
H 2.36 2.79 2.59  0.00
H 0.10 0.48 5.46  0.00
H 0.01 2.44 6.96  0.00
H 4.15 -0.86 1.26  -0.02
H 6.46 -1.37 2.08  0.00
H 6.89 -1.63 4.53  0.00
H 5.01 -1.40 6.15  0.00
H 2.72 -0.89 5.35  0.00
H 1.27 -3.27 3.07  0.00
H -0.33 -4.94 3.97  0.00
H -2.51 -4.20 4.94  0.00
H -3.10 -1.76 4.94  0.00
H -1.54 -0.11 3.97  0.00

Values from the calculation:
HOMO-LUMO gap (spin up / spin down) ... 0.2024 / 0.2698 Eh
2S+1 ... 3
ΔE to the lowest compared entry with this formula, charge and spin ... 0.00 kJ/mol
HOMO energy (spin up / spin down) ... -5.72 / -7.88 eV

***

no.,total energy (eV)
1,-50555.1966
2,-50555.2411
3,-59165.3382
4,-177764.9125
5,-64447.5347
6,-56588.5976